18
Properties=species:S:1:pos:R:3 method="wB97M-V/def2-TZVPD" homo_ev=-7.541 max_force_ev_per_a=4.99 molar_mass_g_mol=127.94 homo_lumo_gap_ev=7.63
B -2.750 0.431 -0.075
C 1.177 0.271 -0.321
C -0.184 -0.090 0.089
C 2.155 -0.812 -0.020
C -1.217 0.697 -0.366
N 1.693 1.559 0.526
N 1.967 2.595 0.000
O -3.545 1.502 -0.099
O -3.204 -0.773 0.412
H 1.160 0.706 -1.225
H -0.337 -0.796 0.899
H 2.279 -1.044 1.027
H 1.684 -1.636 -0.485
H 3.208 -0.583 -0.435
H -0.990 1.427 -1.149
H 1.565 1.447 1.570
H -4.483 1.318 0.225
H -4.220 -0.666 0.301